[1]
Entry from OMol25: a 6-piece molecular cluster, C20H23F5O18 overall at a distorted geometry (wB97M-V/def2-TZVPD).

Cartesian coordinates (Å):
H1 -5.03767 5.12087 4.91530
H2 -2.05076 1.74630 2.80886
H3 7.78735 -3.15914 2.43576
O1 -1.29406 2.00253 0.88607
C1 -7.38264 1.43794 -0.55195
H4 -5.34916 4.25416 2.67116
C2 6.17424 -2.56386 -2.53627
C3 -5.34198 3.51724 3.46920
O2 5.85823 -4.64555 1.03824
H5 -6.10355 2.76367 3.26591
O3 0.41506 3.30684 1.45740
H6 4.90639 -2.42534 -0.76651
F1 -3.35456 -1.19967 -3.49325
C4 -5.47318 4.12241 4.85138
H7 6.30779 -5.83729 2.65685
F2 -2.39314 0.35801 -1.17833
C5 1.25433 -1.74362 -2.37212
H8 0.41881 2.81838 3.48451
O4 -8.22553 1.57878 0.27302
C6 -6.25126 0.61054 -2.32477
C7 -0.28232 3.01166 2.67817
H9 -4.63857 1.42602 -1.10535
C8 -5.47562 1.76090 -1.71824
C9 0.85276 0.36731 -2.90457
O5 -4.06284 2.87016 3.54563
C10 -1.67657 -0.02820 -2.27525
F3 -1.39128 -2.08268 -3.46544
C11 -0.19626 -0.06596 -1.89676
F4 -2.61654 -2.12012 -1.67076
H10 7.04608 -2.60986 -1.89408
C12 6.92988 -4.62745 0.21253
O6 -7.21362 0.32449 -1.30258
C13 7.74262 -4.23823 2.28034
H11 -0.08012 0.58653 -1.03365
H12 -5.11353 2.47269 -2.45539
C14 4.92281 -2.12186 -1.81041
F5 -1.90752 0.90664 -3.23158
H13 4.01085 -2.46457 -2.29288
O7 -0.08699 3.01355 -0.71981
H14 6.06143 -3.51037 -3.05030
H15 -0.55663 0.86512 2.44576
C15 -0.30134 2.79829 0.43443
H16 -5.63830 -0.26287 -2.52751
H17 8.44305 -4.72517 2.95306
O8 -4.68930 3.22826 5.65128
H18 -0.90316 3.86864 2.94385
C16 5.74856 -0.38867 -3.00411
O9 5.85554 0.70413 -3.46269
O10 -2.88925 1.94317 5.23006
O11 -6.45281 2.37111 -0.86650
H19 -6.77914 0.89592 -3.23633
O12 6.35917 -1.49160 -3.48310
C17 -3.79459 2.61519 4.84990
H20 5.70128 -4.22029 3.06646
C18 6.33167 -4.78165 2.38244
O13 8.07772 -4.52111 0.91752
O14 1.34289 -0.88366 -3.40201
C19 -1.09948 1.79955 2.29322
H21 -6.49764 4.15582 5.21072
H22 1.66693 0.79601 -2.31176
H23 0.59727 1.13786 -3.62251
O15 6.86807 -4.68708 -0.97347
C20 -2.27107 -1.39678 -2.72812
O16 0.30525 -1.33603 -1.47890
O17 1.89497 -2.72756 -2.24069
O18 4.99099 -0.69045 -1.92112

Forces on atoms 1 to 2 (eV/Å):
0.033 -0.016 -0.013
-0.078 0.011 -0.146

Values from the calculation:
Kohn-Sham gap, eV: 10.8
Net charge: 0
SMILES: O=C1OC[C@@H](C(F)(F)C(F)(F)F)O1.O=C1OCCO1.O=C1OCCO1.O=C1OCCO1.O=C1OCCO1.O=C1OCCO1

Want to see where the charge sits? The natural (NBO) charges in e are: 0.187, 0.234, 0.188, -0.493, 0.967, 0.211, -0.094, -0.102, -0.488, 0.200, -0.484, 0.196, -0.313, -0.101, 0.189, -0.317, 0.980, 0.210, -0.578, -0.101, -0.098, 0.196, -0.105, -0.101, -0.505, 0.591, -0.308, -0.013, -0.293, 0.190, 0.972, -0.488, -0.101, 0.246, 0.206, -0.116, -0.308, 0.217, -0.603, 0.216, 0.185, 0.970, 0.211, 0.207, -0.482, 0.187, 0.968, -0.588, -0.586, -0.495, 0.185, -0.494, 0.971, 0.207, -0.100, -0.484, -0.479, -0.108, 0.211, 0.205, 0.239, -0.586, 0.924, -0.484, -0.567, -0.506

---

[2]
Entry from OMol25: C20H23F6IN3OPSScSe5 as an isolated structure (wB97M-V/def2-TZVPD).

Cartesian coordinates (Å):
H1 -5.15168 -1.00654 -3.10429
C1 -4.78066 2.63221 0.95863
C2 -4.19471 2.61106 -1.21946
H2 4.63311 1.71365 3.23879
C3 1.10830 -4.91350 -0.30375
Se1 -0.61933 2.15540 0.92175
H3 -0.48010 0.44458 -1.62243
H4 -0.50410 -0.84537 -2.80462
C4 0.24565 -0.87605 2.44666
C5 -2.17524 -0.83923 -1.46869
H5 0.66872 -5.58484 -1.02862
H6 3.02600 2.47852 3.39674
N1 -5.18128 2.70754 -0.31638
C6 0.21025 -2.66379 -1.09882
F1 2.63771 2.55914 -4.01961
S1 3.68195 2.17496 1.15588
C7 -3.08759 -0.88684 -2.51688
H7 2.10141 3.28659 -0.15610
Se2 5.36711 -2.74665 0.52803
C8 -2.85176 2.45868 -0.91379
H8 2.84522 -3.84412 2.28639
H9 -0.26290 0.06499 2.63297
H10 -0.50270 -1.59461 2.10400
Se3 3.97209 -1.53923 -0.87188
Sc1 1.74581 -0.72950 0.63244
F2 1.94063 0.73820 -1.35858
H11 -2.72144 -0.82051 -3.53740
O1 2.90943 0.87710 1.18386
C9 2.23326 -4.01098 1.41326
F3 3.23094 2.59107 -1.79246
N2 1.65482 -2.98768 0.78095
C10 -0.70850 -0.60949 -1.76089
H12 -4.50206 2.65368 -2.26136
C11 -2.43204 2.37842 0.42356
C12 0.95961 -3.52773 -0.27124
Se4 5.68376 -1.47700 2.46713
F4 1.03691 2.58489 -2.37429
Se5 3.62162 -1.26980 3.39723
C13 -2.65160 -0.92161 -0.16168
H13 -3.22828 2.40009 2.42279
H14 -5.98641 -1.10218 -0.77182
C14 -4.92212 -1.04894 -0.96875
I1 0.54452 -1.58911 4.47586
H15 -1.95116 -0.85656 0.66208
H16 -2.11636 2.39734 -1.70813
C15 1.92661 -5.23303 0.78679
C16 3.98019 2.50027 2.86850
C17 2.49146 3.43950 0.84891
H17 -0.36584 -3.10357 -1.91513
N3 0.17813 -1.39047 -0.89128
H18 -5.56866 2.69995 1.70591
P1 2.29442 1.65221 -2.72898
F5 3.53414 0.69533 -3.01163
C18 -4.01383 -1.02014 0.08539
H19 3.02049 4.39464 0.91890
H20 2.26889 -6.21129 1.09254
H21 4.46392 3.47728 2.94415
H22 1.68382 3.35950 1.57701
C19 -3.46675 2.46852 1.36772
H23 -4.36901 -1.04546 1.10948
C20 -4.45405 -0.98883 -2.27405
F6 1.34927 0.68937 -3.60131

Forces on atoms 1 to 2 (eV/Å):
0.019 -0.001 0.016
0.065 -0.018 -0.077

Values from the calculation:
Spin multiplicity: 2
<S²>: 0.76
Kohn-Sham gap (spin up / spin down), eV: 5.8 / 4.7
Net charge: -2

Want to see where the charge sits? The natural (NBO) charges in e are: 0.195, 0.014, 0.023, 0.255, -0.248, -0.408, 0.259, 0.201, -1.097, -0.024, 0.198, 0.249, -0.492, 0.186, -0.590, 1.351, -0.218, 0.309, -0.051, -0.314, 0.207, 0.222, 0.194, -0.456, 1.648, -0.609, 0.201, -1.073, 0.000, -0.595, -0.620, -0.260, 0.172, -0.112, -0.032, -0.006, -0.575, -0.116, -0.138, 0.213, 0.199, -0.227, 0.003, 0.229, 0.224, -0.359, -0.826, -0.836, 0.176, -0.629, 0.165, 2.621, -0.567, -0.222, 0.219, 0.198, 0.221, 0.263, -0.319, 0.208, -0.224, -0.581

---

[3]
Entry from OMol25: an isolated ion of composition C20H23FN5O2 and charge +1 at a distorted geometry (wB97M-V/def2-TZVPD).

Cartesian coordinates (Å):
C1 -0.71069 1.24158 1.31918
C2 4.09795 0.23019 0.67648
C3 -4.35829 -0.23713 -0.86749
C4 -5.54185 -0.05830 -1.55078
C5 5.46861 1.25732 -1.15821
N1 -0.06814 1.78124 2.34305
H1 -6.24636 -0.86485 -1.65364
H2 2.90063 -0.56956 2.25662
C6 -1.03712 -0.89915 -1.49035
C7 2.55600 2.53994 0.95969
H3 -1.07047 -3.48692 -1.12363
H4 5.66301 0.22014 -1.40498
N2 -5.03777 2.24919 -2.03276
C8 1.25416 1.46691 2.85631
N3 -2.26648 0.79763 -0.12547
H5 5.26940 1.83617 -2.05071
C9 -0.04477 -3.25876 -1.40258
H6 -0.07371 -2.10584 1.51642
C10 3.56287 2.47180 -0.00036
H7 1.47545 2.24338 3.58388
H8 -2.56184 2.28123 1.36149
H9 0.85026 -1.48213 -0.56025
H10 -0.45674 -3.59677 2.38895
H11 4.69245 -0.66158 0.56533
O1 0.87464 -3.98450 -0.59837
C11 4.35397 1.32485 -0.15413
H12 -6.77469 1.31385 -2.60784
C12 -3.51813 0.86204 -0.80727
N4 -0.22514 0.28476 0.52524
H13 -1.92059 -1.51648 -1.59628
H14 0.83537 -1.53534 -2.30020
N5 -1.95306 1.58632 0.95926
C13 3.08789 0.29354 1.63252
C14 -0.32720 -3.15714 1.41117
C15 -5.83382 1.18214 -2.09591
C16 0.24505 -1.74804 -1.41752
H15 0.08387 -3.64913 -2.40506
C17 -3.88911 2.05630 -1.39208
H16 -1.26643 -3.22035 0.87012
C18 2.31043 1.44823 1.78703
F1 -0.78784 2.74547 2.99557
C19 0.83403 -3.83741 0.74345
H17 1.95911 3.43444 1.07710
O2 1.73834 -4.24487 1.38198
C20 -1.18302 0.04355 -0.35255
H18 -1.00547 -0.29468 -2.39668
H19 6.37948 1.63188 -0.69638
H20 -3.20461 2.89445 -1.34393
H21 -4.10444 -1.17320 -0.39951
H22 1.24027 0.52528 3.39523
H23 3.73456 3.33827 -0.62120

Forces on atoms 1 to 2 (eV/Å):
-0.125 0.158 0.193
-0.372 0.619 0.063

Values from the calculation:
Kohn-Sham gap, eV: 8.5
Net charge: +1
SMILES: CC(=O)OCCCc1nc(N(F)Cc2ccc(C)cc2)[nH][n+]1-c1cccnc1

Want to see where the charge sits? The natural (NBO) charges in e are: 0.549, -0.208, -0.161, -0.233, -0.635, 0.024, 0.244, 0.216, -0.466, -0.221, 0.167, 0.223, -0.363, -0.278, -0.176, 0.224, -0.068, 0.237, -0.208, 0.257, 0.460, 0.249, 0.261, 0.225, -0.489, 0.014, 0.217, 0.032, -0.492, 0.241, 0.233, -0.364, -0.204, -0.750, 0.071, -0.442, 0.213, 0.036, 0.207, 0.007, -0.187, 0.788, 0.209, -0.540, 0.495, 0.262, 0.234, 0.206, 0.236, 0.227, 0.220

---

[4]
Entry from OMol25: a single C20H23IN6O8 molecule at a distorted geometry (wB97M-V/def2-TZVPD).

Cartesian coordinates (Å):
O1 -0.76642 -2.64820 -2.45733
H1 -0.23888 1.56328 2.40724
C1 0.24373 -4.17442 -0.30023
H2 3.01684 -3.09175 -1.29128
C2 -0.49061 1.95747 0.27082
C3 -2.02500 3.56958 2.32814
C4 2.48241 -2.14026 -1.28799
H3 2.68795 -1.52222 -3.32054
H4 -1.12349 -5.81868 -0.15369
O2 -0.91184 4.03647 2.42052
C5 -1.52032 -2.86395 1.42435
C6 1.32848 2.66060 -1.14710
O3 -3.10928 -5.99679 1.15363
H5 1.43565 -2.75183 -3.09046
C7 -0.57806 -1.46015 -2.27962
N1 -2.96923 -4.83026 1.44845
H6 -2.20236 -2.38153 2.10800
H7 -3.04546 5.28199 2.73446
O4 -1.24078 1.89111 -0.70287
C8 -0.38673 -2.22468 0.97507
H8 3.32022 3.43011 -1.60125
H9 3.29517 1.79514 -0.92088
C9 -2.29322 2.10708 1.99497
H10 -2.74940 1.61760 2.85764
C10 -0.08775 -0.82465 1.42020
H11 1.26193 3.18827 2.01689
H12 3.82686 3.14906 1.03454
O5 -3.76564 -4.17656 2.09244
H13 0.91246 3.60805 -1.51150
H14 2.06224 1.62949 1.65330
C11 0.52916 -2.85609 0.08591
C12 2.87143 3.32589 0.54623
H15 -2.98042 2.05479 1.14686
C13 0.76626 -0.79196 -2.62303
N2 -1.17118 -0.00816 1.44231
C14 -1.77946 -4.16192 1.00451
O6 1.54174 -2.04816 -0.22966
N3 -3.13968 4.30167 2.52580
C15 2.83019 2.78177 -0.87921
I1 1.44566 -5.37169 -1.56000
C16 -0.98439 1.42240 1.62431
H16 -4.06156 3.91950 2.41608
C17 1.01345 1.60348 -2.20773
O7 1.01685 -0.44425 1.75269
H17 1.23690 0.13204 -0.78704
H18 0.63808 -0.36818 -3.62929
H19 -2.00903 -0.29242 0.95781
N4 -1.51752 -0.64739 -1.77620
C18 -0.89602 -4.80858 0.15366
H20 -1.39741 0.35680 -1.68077
H21 2.67285 4.39766 0.54120
O8 0.79505 1.89659 -3.36102
N5 0.77493 2.34172 0.16275
C19 1.72778 2.58494 1.23623
C20 1.87989 -1.84920 -2.66717
N6 1.07618 0.32655 -1.76487
H22 -2.44805 -1.02194 -1.68096
H23 3.19880 -1.35521 -1.02530

Forces on atoms 1 to 2 (eV/Å):
-0.053 -0.268 -0.306
-0.126 0.022 -0.117

Values from the calculation:
Kohn-Sham gap, eV: 8.5
Net charge: 0
SMILES: NC(=O)C[C@H]1NC(=O)c2cc([N+](=O)[O-])cc(I)c2OCC[C@@H](C(N)=O)NC(=O)[C@@H]2CCCN2C1=O

Want to see where the charge sits? The natural (NBO) charges in e are: -0.649, 0.252, -0.211, 0.205, 0.716, 0.688, -0.071, 0.224, 0.262, -0.627, -0.150, -0.126, -0.373, 0.250, 0.675, 0.534, 0.252, 0.408, -0.697, -0.209, 0.232, 0.206, -0.509, 0.240, 0.685, 0.241, 0.224, -0.390, 0.228, 0.228, 0.448, -0.405, 0.241, -0.165, -0.602, -0.013, -0.519, -0.812, -0.398, 0.179, -0.138, 0.397, 0.708, -0.616, 0.420, 0.272, 0.409, -0.838, -0.180, 0.441, 0.208, -0.615, -0.416, -0.240, -0.444, -0.653, 0.398, 0.197

---

[5]
Entry from OMol25: C20H23IN7OPtSSe as an isolated structure (wB97M-V/def2-TZVPD).

Cartesian coordinates (Å):
H1 -6.08683 0.60443 0.78975
H2 -3.09717 -2.78564 0.03062
C1 -0.27870 4.15268 -1.32849
N1 -2.50339 -1.98348 -0.09610
Pt1 -0.17741 0.20274 0.25111
C2 -4.44384 -0.67812 0.38073
C3 -0.69933 -0.57489 -5.07806
H3 -4.60413 2.63218 1.01257
H4 0.36249 2.80807 1.57386
C4 0.13781 3.08933 0.55790
C5 -5.01587 0.52828 0.65967
H5 -0.45798 4.84114 -2.13657
C6 -2.85728 1.50068 0.60672
H6 -0.27893 0.23366 -3.14028
C7 -3.04703 -0.78174 0.21686
I1 0.07883 6.16368 0.99102
H7 -1.67865 -0.93579 -4.79341
H8 -0.84461 -1.29192 -7.09266
H9 2.76993 0.78778 -6.11220
H10 -1.53249 -2.12405 0.14311
C8 2.09191 -0.15316 -1.59732
H11 -5.04082 -1.57612 0.30190
Se1 0.34298 -1.31302 4.40135
N2 1.97197 -1.27196 -2.26139
H12 2.68112 -4.18860 -3.75076
C9 1.01992 -0.29602 -6.74418
C10 1.70598 -3.74900 -3.96596
H13 1.15399 -4.45534 -4.58409
C11 -0.01364 -1.29687 2.69920
H14 2.64138 1.76847 -1.65786
H15 1.19277 -2.47460 -0.75096
H16 0.68704 -4.37814 -2.17454
C12 1.80404 0.39079 -5.82952
C13 0.94367 -3.44602 -2.67961
N3 -0.27452 -1.31967 1.54218
C14 -0.22931 -0.77158 -6.37101
C15 1.34278 0.57262 -4.52959
N4 -0.00771 2.16014 -0.38553
H17 0.00421 -2.93634 -2.91207
N5 -0.26653 2.82371 -1.52277
N6 2.26479 1.03486 -2.24566
C16 1.73149 -2.60124 -1.68870
C17 -4.20035 1.65861 0.78062
N7 -2.26346 0.31331 0.31307
H18 1.86416 -2.85720 -4.58075
C18 0.08729 0.09211 -4.15381
H19 1.37810 -0.44533 -7.75344
H20 2.04308 -1.23911 -3.27023
S1 2.14666 -0.12280 0.14121
H21 2.69598 -3.05817 -1.45682
O1 2.63351 2.46778 -3.93028
C19 2.14812 1.41791 -3.60326
C20 -0.02292 4.36672 0.00895
H22 -2.19198 2.34314 0.70608
H23 -0.39484 2.32361 -2.38749

Forces on atoms 1 to 2 (eV/Å):
-0.004 -0.001 0.022
-0.002 0.003 -0.001

Values from the calculation:
Kohn-Sham gap, eV: 6.7
Net charge: +1

Want to see where the charge sits? The natural (NBO) charges in e are: 0.237, 0.402, -0.025, -0.783, 0.717, -0.277, -0.226, 0.242, 0.259, -0.037, -0.108, 0.255, 0.070, 0.198, 0.426, 0.266, 0.231, 0.234, 0.243, 0.427, 0.396, 0.230, -0.037, -0.540, 0.218, -0.196, -0.616, 0.234, 0.154, 0.448, 0.242, 0.231, -0.148, -0.414, -0.749, -0.170, -0.235, -0.308, 0.206, -0.312, -0.658, -0.223, -0.289, -0.526, 0.190, -0.157, 0.237, 0.429, -0.106, 0.219, -0.509, 0.681, -0.310, 0.207, 0.431

---

[6]
Entry from OMol25: C20H23InNO9S as an isolated structure at a distorted geometry (wB97M-V/def2-TZVPD).

Cartesian coordinates (Å):
C1 1.82316 -19.52983 7.08136
O1 3.08646 -14.28905 8.74386
H1 6.57630 -22.90520 8.71574
H2 7.88299 -15.66167 7.16452
H3 0.07704 -17.60370 6.56938
O2 5.92524 -13.84588 6.12480
H4 8.71621 -12.69854 8.46010
H5 5.54704 -15.05074 9.01819
H6 -2.98102 -14.87891 5.32367
C2 0.60566 -20.39098 6.87945
H7 8.01843 -12.96323 10.01949
C3 -1.95926 -15.04345 5.65653
O3 3.57104 -17.57762 8.38734
O4 2.01385 -18.56553 6.34784
H8 0.90158 -13.47915 6.62683
C4 -1.07414 -14.00152 5.93841
H9 7.89360 -22.52186 9.82772
S1 3.23386 -12.90598 7.99391
H10 6.01126 -12.78452 8.74999
O5 4.72205 -15.70235 6.53452
H11 -0.16165 -19.77915 6.34640
H12 -1.31806 -12.97218 5.74743
O6 6.54544 -21.03238 9.62167
H13 7.38126 -16.62079 8.55252
H14 8.62510 -15.17408 10.04934
H15 0.83879 -21.27419 6.31700
O7 4.44327 -12.32384 8.56606
H16 6.26726 -22.91360 10.51962
C5 5.49625 -14.78248 6.88865
C6 8.04753 -13.38409 9.00840
H17 2.42224 -21.96976 7.96896
H18 -2.20767 -17.20173 5.71392
H19 4.44863 -22.68675 9.04446
C7 6.24603 -14.77537 8.22181
C8 -0.24128 -16.59935 6.32977
C9 2.85119 -19.86520 8.05623
C10 5.25708 -20.68468 9.23086
C11 4.98060 -19.32074 9.09331
H20 5.77445 -18.58326 9.26382
H21 6.49657 -13.26389 6.78751
O8 2.05941 -12.04832 8.14835
C12 0.67304 -15.57928 6.58088
C13 8.54513 -14.80805 9.01554
C14 4.27381 -21.65117 8.92035
In1 2.71721 -15.88179 7.36727
C15 6.80336 -22.43340 9.66471
N1 6.74325 -13.41036 8.36025
O9 3.38027 -13.39700 6.58869
C16 0.22054 -14.27671 6.40704
H22 9.53948 -14.86438 8.55938
H23 0.26516 -20.74170 7.86090
C17 3.75147 -18.87632 8.50093
C18 -1.53587 -16.34207 5.87007
C19 3.11671 -21.19986 8.30831
C20 7.52880 -15.61707 8.18448

Forces on atoms 1 to 2 (eV/Å):
0.583 0.739 -0.798
-0.443 0.118 0.155

Values from the calculation:
Kohn-Sham gap, eV: 8.1
Net charge: -1

Want to see where the charge sits? The natural (NBO) charges in e are: 0.574, -1.135, 0.179, 0.206, 0.205, -0.630, 0.178, 0.244, 0.199, -0.715, 0.182, -0.230, -0.834, -0.580, 0.259, -0.225, 0.191, 2.573, 0.466, -0.733, 0.240, 0.208, -0.505, 0.226, 0.205, 0.230, -1.061, 0.174, 0.901, -0.214, 0.198, 0.195, 0.209, -0.187, -0.254, -0.257, 0.342, -0.352, 0.224, 0.508, -1.002, -0.380, -0.413, -0.396, 1.913, -0.255, -0.677, -1.058, -0.247, 0.206, 0.222, 0.449, -0.234, -0.136, -0.395

---

Number 1: E_tot -71556.271 eV. Number 2: E_tot -419604.503 eV. Number 3: E_tot -35367.621 eV. Number 4: E_tot -54534.989 eV. Number 5: E_tot -121116.161 eV. Number 6: E_tot -57042.458 eV.